12
Properties=species:S:1:pos:R:3:lowdin_charge:R:1 method="wB97M-V/def2-TZVPD" de_lowest_kj_mol=174.4 smiles=CB(C)N lumo_energy_ev=0.636 molar_mass_g_mol=56.9 largest_force_ev_per_a=7.44 homo_ev=-8.911
C 0.45271 1.46686 0.09748 -0.05
B -0.09417 -0.00747 -0.03652 -0.26
C 0.60529 -1.39990 0.07758 -0.06
N -1.87664 -0.13589 -0.46514 0.04
H 0.27125 1.84441 -0.85058 0.04
H 1.45755 1.63732 0.36770 0.04
H -0.24236 1.76869 0.90966 0.08
H 0.20134 -2.24766 -0.48560 0.05
H 0.96996 -1.84719 0.99949 0.05
H 1.55817 -1.03614 -0.52234 0.10
H -2.45551 0.64086 -0.45535 -0.04
H -2.16363 -1.09266 -0.29003 0.00

***

14
Properties=species:S:1:pos:R:3:lowdin_charge:R:1 method="wB97M-V/def2-TZVPD" de_lowest_kj_mol=57.1 smiles=CN(C)B(O)O lumo_energy_ev=0.450 molar_mass_g_mol=88.9 largest_force_ev_per_a=5.37 homo_ev=-8.923
C 0.05705 0.52837 1.45225 -0.10
N -0.14593 0.38906 0.04025 -0.12
C 0.52426 1.39765 -0.78626 -0.07
B -0.21708 -0.96592 -0.39264 -0.70
O -0.42840 -2.02408 0.58389 0.12
O -0.06146 -1.36615 -1.69754 0.14
H 0.92782 1.24884 1.78765 0.12
H -0.97088 1.00789 1.87350 0.13
H 0.11281 -0.39998 1.88633 0.03
H 1.49800 1.75397 -0.53819 0.07
H 0.39251 1.08282 -1.89483 0.12
H -0.20554 2.23085 -0.62305 0.09
H -1.00749 -2.69559 0.40723 0.03
H -0.47568 -2.18773 -2.09860 0.14

***

15
Properties=species:S:1:pos:R:3:lowdin_charge:R:1 method="wB97M-V/def2-TZVPD" de_lowest_kj_mol=46.2 smiles="OB(O)O.C=NC" lumo_energy_ev=0.491 molar_mass_g_mol=104.9 largest_force_ev_per_a=3.20 homo_ev=-10.187
O -4.16800 0.80727 -0.32790 0.16
B -3.31898 -0.24867 -0.18348 -0.95
O -3.71671 -1.39678 -0.77189 0.17
O -2.10891 -0.21242 0.39320 0.19
H -3.79059 1.67868 0.01709 0.15
H -4.25487 -1.18191 -1.59204 0.14
H -1.43423 -0.92608 0.32771 0.13
C 2.86480 -0.32548 0.26804 -0.07
N 1.59947 -0.37264 0.34438 -0.07
C 0.97843 0.80878 -0.08880 -0.20
H 3.55784 -1.08601 0.48183 0.04
H 3.42012 0.59245 -0.12149 0.09
H 0.30957 0.60976 -0.86459 0.06
H 0.66126 1.44117 0.71028 0.08
H 1.67555 1.57514 -0.53350 0.08